This record from the Open Molecules 2025 dataset describes a 3-piece molecular cluster, C5H12O3 overall at a distorted geometry. The level of theory is ωB97M-V/def2-TZVPD.

- Lowest unoccupied orbital energy: 0.74 eV
- HOMO energy: -8.96 eV
- Frontier orbital gap: 9.699 eV
- SMILES: C=CCCC=O.O.O

The geometry in XYZ format:
```
20
C5H12O3 ωB97M-V/def2-TZVPD
O 1.89 -1.70 -2.28
C 2.28 -0.72 -1.73
C 1.32 0.00 -0.89
C -0.07 -0.76 -0.45
C -0.99 -1.07 -1.63
C -1.00 -0.29 -2.77
H 3.40 -0.40 -1.88
H 1.60 0.36 0.05
H 1.08 0.87 -1.56
H 0.36 -1.58 0.04
H -0.70 -0.33 0.26
H -1.67 -1.81 -1.36
H -1.44 -0.71 -3.66
H -0.43 0.56 -2.85
H -5.93 2.38 2.52
H -5.78 3.46 3.48
O -5.20 2.74 3.03
H 3.38 -1.05 3.84
H 4.41 0.16 3.94
O 3.48 -0.10 3.92
```

Here are the natural (NBO) charges for atoms 1 to 2, given in e: number 1, O, carries -0.52; number 2, C, carries 0.42